1.
{"formula": "CH2F4Si", "method": "wB97M-V/def2-TZVPD", "energy_ha": -728.4313, "relative_energy_kcal_mol": 19.6, "smiles": "FC[Si](F)(F)F", "lumo_ha": 0.01896, "species": ["F", "C", "Si", "F", "F", "F", "H", "H"], "positions_angstrom": [[-0.596196, 1.315693, 1.395705], [-0.912697, 0.513993, 0.328745], [0.775381, -0.544039, -0.300206], [0.419176, -1.919269, -1.025443], [2.020013, -0.906357, 0.662627], [1.494926, 0.413722, -1.285457], [-1.285380, 1.159206, -0.419163], [-1.915223, -0.032948, 0.643192]], "forces_ev_per_angstrom": [[0.55, 0.29, 0.54], [-0.70, -2.67, 1.06], [-0.91, -0.16, 1.23], [-0.20, 0.64, 0.30], [-1.46, 0.20, 0.04], [0.14, 0.82, -1.09], [0.20, 0.67, -1.47], [2.37, 0.21, -0.61]]}

2.
{"formula": "C6H12O", "method": "wB97M-V/def2-TZVPD", "energy_ha": -310.9858, "relative_energy_kcal_mol": 46.1, "smiles": "C=C/C(C)=C/C.O", "lumo_ha": 0.02349, "species": ["C", "C", "C", "C", "C", "C", "H", "H", "H", "H", "H", "H", "H", "H", "H", "H", "O", "H", "H"], "positions_angstrom": [[1.746108, 2.350673, 0.543078], [0.552567, 1.890891, 0.882109], [0.106469, 0.480016, 0.812270], [-1.371808, 0.310104, 1.001011], [0.939831, -0.534646, 0.592048], [0.627612, -1.968762, 0.869031], [2.320454, 1.770332, -0.154518], [2.043090, 3.277626, 0.976374], [-0.254531, 2.536905, 1.219038], [-1.829061, -0.677299, 0.964623], [-1.925013, 0.968480, 0.330306], [-1.619811, 0.647010, 2.000739], [1.968718, -0.292015, 0.358588], [0.108714, -2.484436, 0.050243], [-0.070601, -2.069791, 1.689276], [1.512975, -2.549063, 1.102489], [-1.352516, -1.133395, -4.708166], [-1.402941, -0.776321, -3.806215], [-2.100248, -1.746315, -4.722321]], "forces_ev_per_angstrom": [[-0.74, -0.10, 0.02], [-0.84, -0.77, -0.29], [-0.35, -0.11, -1.18], [-0.42, 0.15, 0.76], [0.26, 0.07, 0.55], [-0.59, -0.43, -0.66], [0.87, -0.10, 0.37], [0.42, 0.80, -0.59], [0.47, 0.24, 0.76], [0.52, -0.21, -0.42], [0.04, -0.02, -0.15], [-0.18, 0.34, 0.39], [0.13, -0.08, 0.16], [0.26, 0.10, -0.18], [-0.04, 0.10, 0.42], [0.17, 0.01, 0.02], [-0.39, -0.05, 0.61], [0.21, -0.02, -0.40], [0.19, 0.07, -0.20]]}

3.
{"formula": "C36H37N6O4S2Ti", "method": "wB97M-V/def2-TZVPD", "energy_ha": -3669.6499, "relative_energy_kcal_mol": 3.5, "lumo_ha": 0.08791, "charge": -1, "species": ["Ti", "N", "C", "S", "N", "N", "C", "C", "C", "C", "C", "C", "C", "O", "H", "H", "H", "H", "H", "H", "H", "C", "N", "C", "C", "C", "C", "C", "N", "C", "C", "C", "C", "C", "C", "H", "H", "H", "H", "H", "H", "H", "H", "H", "H", "H", "O", "S", "C", "C", "C", "C", "C", "C", "C", "C", "C", "C", "C", "C", "C", "C", "H", "H", "H", "H", "H", "H", "H", "H", "H", "H", "H", "H", "H", "H", "N", "C", "C", "O", "O", "H", "H", "H", "H", "H"], "positions_angstrom": [[-0.696617, -0.968046, -1.374436], [2.194582, 0.974900, -4.977477], [1.057410, 1.090803, -4.191595], [-0.363987, 1.697791, -4.946478], [1.252438, 0.728933, -2.945443], [0.139282, 0.826668, -2.115541], [-0.308388, 1.995289, -1.842747], [-1.546918, 2.254745, -1.133606], [-1.808660, 3.552677, -0.683260], [-3.028918, 3.898603, -0.142380], [-4.032560, 2.929293, -0.074497], [-3.807516, 1.646191, -0.522631], [-2.559500, 1.269070, -1.052254], [-2.378485, 0.054241, -1.510277], [1.987002, 0.915636, -5.960291], [2.859414, 0.295595, -4.636154], [0.251937, 2.850199, -2.215166], [-1.025274, 4.296657, -0.778503], [-3.210609, 4.907101, 0.205359], [-5.002189, 3.185100, 0.336930], [-4.578910, 0.887860, -0.475649], [2.072558, -1.896700, -0.369413], [1.321854, -1.916146, -1.628264], [1.954844, -2.395193, -2.629710], [1.578230, -2.480282, -4.008298], [2.432273, -2.925158, -5.012530], [1.768333, -2.762194, -6.237591], [0.532026, -2.217518, -5.939993], [0.423094, -2.059293, -4.607741], [1.669410, -2.975218, 0.611129], [2.328785, -3.025626, 1.836587], [1.994485, -3.978699, 2.784527], [0.986840, -4.897634, 2.518080], [0.324895, -4.849602, 1.301295], [0.663968, -3.896015, 0.349234], [1.905637, -0.928376, 0.105079], [3.145242, -1.982113, -0.575767], [2.965873, -2.776239, -2.459938], [3.427304, -3.309593, -4.850399], [2.139453, -2.996736, -7.221152], [-0.272309, -1.912739, -6.588819], [3.103417, -2.296846, 2.052400], [2.515259, -4.001360, 3.734286], [0.715973, -5.640074, 3.258542], [-0.474530, -5.548227, 1.088489], [0.116359, -3.857294, -0.583528], [-0.539702, -0.930963, 0.222259], [0.466304, 0.818495, 2.401338], [1.231318, 1.449667, 3.924135], [2.508147, 2.154388, 3.565552], [3.720408, 1.472576, 3.565049], [4.893501, 2.115516, 3.197350], [4.864758, 3.450408, 2.819790], [3.658582, 4.136750, 2.809221], [2.487969, 3.490539, 3.178076], [-0.990705, 0.034495, 3.134684], [-1.899470, 1.014107, 3.820844], [-2.505169, 2.035394, 3.090423], [-3.332769, 2.951440, 3.716835], [-3.565228, 2.867606, 5.085777], [-2.964408, 1.858179, 5.820344], [-2.135786, 0.937913, 5.188054], [1.432832, 0.624780, 4.611527], [0.536191, 2.138347, 4.408955], [3.738312, 0.426336, 3.848527], [5.830452, 1.572678, 3.199770], [5.778504, 3.952714, 2.528186], [3.629224, 5.175898, 2.506594], [1.541351, 4.018169, 3.156241], [-0.673350, -0.754268, 3.819517], [-1.471303, -0.439912, 2.278296], [-2.315334, 2.108885, 2.025575], [-3.798786, 3.734828, 3.132291], [-4.210967, 3.586593, 5.574609], [-3.136475, 1.784790, 6.887272], [-1.666252, 0.148188, 5.764448], [-2.265450, -1.108770, -4.166927], [-3.165719, -2.175881, -3.748933], [-2.769304, -2.768883, -2.394255], [-3.585084, -3.371688, -1.732740], [-1.508287, -2.612931, -2.068817], [-2.386109, -0.277616, -3.595726], [-2.417424, -0.820123, -5.125291], [-0.437063, -1.673547, -4.189341], [-3.091887, -2.997519, -4.468050], [-4.218611, -1.892042, -3.681884]], "forces_ev_per_angstrom": [[-0.43, -0.05, -0.10], [-0.02, -0.05, -0.02], [0.04, 0.12, 0.07], [-0.06, -0.03, -0.06], [0.05, -0.03, -0.03], [0.08, 0.13, -0.02], [-0.02, -0.01, -0.01], [-0.06, -0.03, -0.01], [0.05, 0.00, 0.00], [-0.03, 0.00, 0.02], [0.03, 0.02, 0.02], [0.00, -0.12, 0.01], [-0.02, 0.18, 0.00], [0.18, -0.16, -0.14], [0.00, -0.01, -0.01], [0.01, -0.01, 0.00], [0.01, 0.00, 0.00], [0.00, 0.00, 0.00], [0.00, 0.00, 0.00], [0.00, 0.00, 0.00], [0.00, 0.01, 0.00], [-0.02, 0.01, 0.09], [-0.01, -0.03, -0.06], [0.02, 0.02, 0.05], [0.02, 0.02, -0.05], [-0.01, -0.01, 0.03], [0.01, 0.01, -0.03], [0.00, 0.01, 0.00], [0.03, 0.01, 0.03], [-0.02, 0.00, -0.02], [0.00, 0.02, 0.01], [0.00, 0.00, -0.01], [0.00, 0.00, 0.00], [0.00, -0.01, 0.00], [0.03, -0.01, 0.00], [0.02, 0.00, -0.01], [0.00, -0.02, -0.03], [0.00, 0.00, -0.02], [0.00, 0.00, 0.00], [-0.01, 0.00, 0.00], [0.00, 0.00, 0.00], [0.00, 0.00, 0.00], [0.00, 0.00, 0.00], [0.00, 0.00, 0.00], [0.00, 0.00, 0.00], [-0.01, 0.01, -0.01], [0.02, 0.01, 0.38], [0.25, -0.09, 0.04], [-0.06, 0.13, 0.02], [-0.06, -0.02, 0.00], [0.01, 0.01, -0.01], [-0.01, 0.00, 0.00], [0.03, 0.01, -0.01], [-0.02, -0.01, 0.01], [0.03, 0.01, -0.02], [0.00, -0.04, -0.08], [0.00, 0.00, -0.01], [0.00, 0.00, -0.01], [0.00, -0.01, -0.01], [0.00, 0.00, 0.00], [0.00, 0.00, 0.00], [0.00, 0.00, 0.01], [-0.03, -0.04, -0.05], [0.03, 0.00, 0.04], [0.00, 0.00, 0.00], [0.00, 0.00, 0.00], [0.00, 0.00, 0.00], [0.00, 0.00, 0.00], [0.00, 0.00, 0.00], [0.01, 0.01, 0.01], [-0.02, 0.00, 0.01], [-0.01, 0.01, 0.00], [0.00, 0.01, -0.01], [0.00, 0.00, 0.00], [0.00, 0.00, 0.00], [0.00, 0.00, 0.00], [0.03, 0.02, -0.03], [0.11, 0.04, 0.00], [-0.03, -0.08, -0.02], [-0.01, -0.08, -0.06], [0.01, 0.12, 0.11], [-0.02, 0.02, -0.03], [0.00, 0.00, -0.01], [-0.07, -0.02, 0.00], [-0.03, 0.00, 0.00], [0.01, 0.03, 0.02]]}

4.
{"formula": "C15H23NO3", "method": "wB97M-V/def2-TZVPD", "energy_ha": -865.9211, "relative_energy_kcal_mol": 0.0, "smiles": "COC(=O)[C@H](C)NC(=O)[C@]12C[C@H]3C[C@H](C[C@H](C3)C1)C2", "lumo_ha": 0.02588, "species": ["C", "O", "C", "O", "C", "C", "N", "C", "O", "C", "C", "C", "C", "C", "C", "C", "C", "C", "C", "H", "H", "H", "H", "H", "H", "H", "H", "H", "H", "H", "H", "H", "H", "H", "H", "H", "H", "H", "H", "H", "H", "H"], "positions_angstrom": [[3.848960, -2.469847, -2.112144], [2.610059, -2.899069, -1.561232], [1.569265, -2.101792, -1.768318], [1.584401, -1.111290, -2.449892], [0.309446, -2.639608, -1.079313], [-0.572148, -3.352596, -2.095284], [-0.394905, -1.520970, -0.484535], [0.316502, -0.637936, 0.262436], [1.468345, -0.870649, 0.569363], [-0.443252, 0.608826, 0.707148], [-0.863650, 1.434300, -0.516516], [-1.592769, 2.696166, -0.054183], [-2.834575, 2.301970, 0.745193], [-2.414810, 1.488374, 1.968958], [-1.489123, 2.328658, 2.846566], [-0.249896, 2.719622, 2.043059], [-0.667318, 3.537370, 0.822204], [0.478922, 1.459649, 1.585736], [-1.687313, 0.221368, 1.516715], [4.550587, -3.285465, -1.958248], [4.187788, -1.569938, -1.596266], [3.735751, -2.249764, -3.175719], [0.628535, -3.324242, -0.285214], [-0.050080, -4.215730, -2.499293], [-1.491060, -3.690829, -1.621527], [-0.816527, -2.678071, -2.913883], [-1.256155, -1.233262, -0.918949], [0.021664, 1.698943, -1.098435], [-1.526337, 0.856470, -1.166000], [-1.894001, 3.278016, -0.932885], [-3.511253, 1.714035, 0.119768], [-3.370705, 3.198881, 1.063325], [-3.305408, 1.205142, 2.542036], [-1.194500, 1.757386, 3.729610], [-2.012900, 3.225196, 3.186307], [0.419678, 3.316766, 2.671728], [-1.181934, 4.447554, 1.139107], [0.216473, 3.832119, 0.252540], [0.800157, 0.870945, 2.446892], [1.373648, 1.721008, 1.018288], [-1.386715, -0.366847, 2.386733], [-2.362129, -0.393224, 0.916136]], "forces_ev_per_angstrom": [[0.17, 0.22, -0.24], [0.00, -0.37, 0.16], [-0.31, 0.00, 0.01], [0.08, 0.00, -0.07], [0.22, 0.12, 0.14], [0.11, 0.11, 0.16], [-0.07, -0.44, -0.33], [-0.49, 0.30, 0.23], [0.30, -0.07, 0.09], [0.33, -0.17, -0.01], [-0.05, 0.13, 0.04], [-0.11, 0.15, -0.23], [0.04, -0.01, 0.01], [-0.24, -0.07, 0.14], [0.01, 0.00, -0.04], [0.12, 0.13, 0.13], [-0.01, -0.04, 0.02], [-0.02, 0.01, -0.01], [-0.08, 0.12, 0.03], [-0.04, 0.04, 0.00], [-0.01, -0.06, -0.04], [0.06, -0.03, 0.09], [-0.03, 0.09, -0.18], [0.01, -0.07, -0.05], [-0.07, -0.06, 0.02], [-0.04, 0.04, -0.08], [0.05, 0.07, 0.07], [0.03, -0.04, -0.07], [-0.01, -0.03, -0.07], [0.03, -0.05, 0.05], [-0.06, 0.00, -0.03], [-0.06, 0.03, -0.01], [0.07, 0.01, -0.04], [0.00, 0.00, 0.08], [-0.03, 0.03, 0.06], [-0.03, -0.05, -0.04], [0.00, 0.07, -0.01], [0.04, 0.06, -0.03], [0.06, -0.02, 0.00], [0.05, -0.03, 0.02], [0.00, -0.09, 0.02], [-0.02, -0.05, 0.00]]}

5.
{"formula": "C6H14NS", "method": "wB97M-V/def2-TZVPD", "energy_ha": -689.9354, "relative_energy_kcal_mol": 25.1, "smiles": "CCN(C)CCC[S-]", "lumo_ha": 0.12638, "charge": -1, "species": ["C", "C", "N", "C", "C", "C", "C", "S", "H", "H", "H", "H", "H", "H", "H", "H", "H", "H", "H", "H", "H", "H"], "positions_angstrom": [[-1.312636, 0.007843, 1.483821], [0.189469, -0.289664, 1.440725], [1.080255, 0.568454, 0.650820], [0.614574, 1.948088, 0.578911], [1.317903, 0.037268, -0.699739], [0.132652, -0.319470, -1.644266], [-0.623991, -1.602133, -1.305301], [-1.220173, -2.527800, -2.799467], [-1.574399, 0.488644, 2.430804], [-1.631339, 0.542809, 0.579962], [-1.905863, -0.899410, 1.404583], [0.559452, -0.266230, 2.475392], [0.277500, -1.321387, 1.111224], [1.292179, 2.541183, -0.024759], [-0.447907, 2.125336, 0.430040], [0.794225, 2.395029, 1.567651], [2.035296, -0.784039, -0.621146], [1.871848, 0.801735, -1.259888], [0.605856, -0.334096, -2.627628], [-0.541455, 0.546406, -1.606686], [-1.563954, -1.402740, -0.816563], [0.050515, -2.255819, -0.748495]], "forces_ev_per_angstrom": [[-0.23, 0.00, -0.45], [0.20, -0.33, 0.75], [-0.87, 0.07, -1.09], [0.89, 0.24, 1.93], [0.17, 0.17, -0.63], [0.49, 0.52, 1.15], [0.02, -0.44, -1.60], [0.24, 0.10, 0.03], [-0.21, 0.38, -0.41], [-0.03, 0.28, 0.52], [0.16, -0.32, 0.28], [-0.03, -0.02, -0.02], [0.44, 0.07, -0.15], [-0.30, -0.07, -0.69], [-0.04, -0.02, -0.79], [-0.13, -0.08, 0.24], [-0.26, -0.35, 0.07], [0.09, 0.13, 0.33], [-0.40, -0.35, -0.17], [-0.07, -0.07, -0.33], [0.15, 0.14, 0.81], [-0.27, -0.07, 0.25]]}

6.
{"formula": "C4H34N2O11", "method": "wB97M-V/def2-TZVPD", "energy_ha": -1109.8609, "relative_energy_kcal_mol": 66.5, "smiles": "CC[C@H](N)CN.O.O.O.O.O.O.O.O.O.O.O", "lumo_ha": 0.00980, "species": ["C", "C", "C", "N", "C", "N", "H", "H", "H", "H", "H", "H", "H", "H", "H", "H", "H", "H", "O", "H", "H", "O", "H", "H", "O", "H", "H", "O", "H", "H", "O", "H", "H", "O", "H", "H", "O", "H", "H", "O", "H", "H", "O", "H", "H", "O", "H", "H", "O", "H", "H"], "positions_angstrom": [[2.519145, -3.853370, -0.346670], [1.985506, -2.402309, -0.519271], [0.504733, -2.053949, -0.016831], [-0.460314, -2.763282, -0.927198], [0.240848, -0.550357, 0.005337], [0.767614, 0.098710, 1.168601], [2.507594, -4.214583, 0.643493], [1.963370, -4.460389, -0.953936], [3.549330, -3.895508, -0.598812], [2.190147, -2.113443, -1.520720], [2.528520, -1.792973, 0.242967], [0.505257, -2.557218, 0.937476], [-0.463211, -3.805670, -1.041240], [-1.256150, -2.556075, -0.473888], [0.630325, 0.042667, -0.892591], [-0.800639, -0.312723, -0.122127], [0.276034, -0.151639, 1.969059], [1.684652, 0.007976, 1.248508], [-2.735431, 0.710836, -0.571990], [-2.315608, 0.475879, -1.486026], [-2.963481, -0.089600, -0.256752], [1.794376, 2.208470, -0.238433], [1.709053, 3.000715, -0.867730], [0.866710, 2.177025, 0.036066], [-2.650154, -1.556189, 0.925198], [-3.346885, -1.506839, 1.633350], [-1.976988, -1.075660, 1.367693], [-0.871949, 2.788792, 0.588334], [-1.476064, 1.931443, 0.764279], [-1.413374, 3.359467, 0.155599], [-0.439546, -2.164667, -3.657384], [-1.122501, -2.729822, -3.697670], [0.142757, -2.277144, -2.847087], [-2.578831, 3.549792, -1.086404], [-3.033503, 2.707444, -1.204655], [-3.009063, 3.764530, -0.243450], [-2.260693, -0.378049, -3.054510], [-1.665771, -1.162147, -3.081742], [-1.784395, 0.228067, -3.679619], [3.096172, 2.676009, 2.132620], [3.964112, 3.109636, 1.995826], [2.635883, 2.427709, 1.281856], [1.216839, 1.550212, 3.715011], [1.813836, 1.971955, 3.093453], [0.482982, 2.020849, 3.420200], [-0.022806, 3.674327, -2.189616], [-0.560380, 4.371141, -2.228933], [-0.305967, 3.063960, -1.518687], [-0.350451, -0.521748, 3.802600], [0.135366, -1.240490, 4.259121], [0.152993, 0.268231, 3.937326]], "forces_ev_per_angstrom": [[-0.20, 2.60, 0.56], [-0.30, 0.32, 3.20], [2.14, -2.83, -2.93], [2.87, -0.67, -1.28], [0.78, 0.70, -1.36], [-4.39, 1.17, -1.81], [-0.51, -0.31, 1.39], [-1.20, -1.99, -1.58], [0.93, 0.05, -0.69], [0.01, 0.78, -0.84], [0.39, -0.06, -1.08], [-0.43, 0.50, 0.93], [0.79, 1.36, 0.74], [-4.25, 0.57, 1.26], [0.08, -1.40, 0.73], [-0.55, -0.27, 0.42], [-0.49, -0.62, 1.72], [4.87, -0.41, 0.63], [2.15, 4.47, -3.58], [-1.07, 0.29, 1.56], [-1.48, -4.45, 1.87], [-0.22, 2.08, -1.80], [0.69, -1.47, 1.06], [-0.24, -0.42, 0.70], [-2.25, -0.57, 1.04], [0.60, -0.44, -1.16], [1.57, 0.73, 0.57], [1.31, -5.70, 3.58], [2.02, 2.80, -0.94], [-2.26, 2.36, -2.12], [5.09, 3.58, 0.23], [-3.28, -3.75, 0.26], [-1.80, -0.37, -0.96], [-1.48, 0.49, 0.33], [0.26, -0.65, -0.56], [-0.10, 0.68, -0.26], [0.68, 1.04, -0.70], [0.03, 0.50, 0.07], [-0.74, -0.75, 0.75], [0.22, 0.01, -0.26], [-1.11, -0.56, -0.25], [0.93, 0.67, 0.12], [1.22, -0.51, 0.84], [1.68, -0.13, -0.06], [-2.77, 1.32, -0.37], [4.41, -4.01, -0.59], [-3.59, 4.04, 0.04], [-0.66, -0.09, 0.40], [-1.02, -2.28, 0.33], [-0.45, 0.80, -0.42], [1.12, 0.80, 0.26]]}

Number 1: HOMO-LUMO gap 12.54 eV. Number 2: HOMO-LUMO gap 9.01 eV. Number 3: HOMO-LUMO gap 7.07 eV. Number 4: HOMO-LUMO gap 10.18 eV. Number 5: HOMO-LUMO gap 5.67 eV. Number 6: HOMO-LUMO gap 9.31 eV.